Arrangement 1

2 unconnected molecules or ions with the total composition C6H14N2O2. Source: the OMol25 dataset; level of theory: ωB97M-V/def2-TZVPD.

Last columns: bonded neighbours and bond lengths (Å).
Positions of all 24 atoms, in Å:
1 C -0.3154 -1.1445 2.6037  N2 1.441, H6 1.080, H7 1.101, H8 1.134
2 N -0.1607 0.1374 1.9642  C1 1.441, C3 1.355, H9 1.047
3 C -0.9219 0.8084 1.0657  N2 1.355, C4 1.500, O5 1.222
4 C -0.6020 2.2679 0.9283  C3 1.500, H10 1.083, H11 1.100, H12 1.141
5 O -1.9522 0.3017 0.6468  C3 1.222
6 H 0.3641 -1.2170 3.4394  C1 1.080
7 H -1.3244 -1.4428 2.9280  C1 1.101
8 H -0.3031 -2.0487 1.9198  C1 1.134
9 H 0.6807 0.5746 2.4073  N2 1.047
10 H 0.4228 2.3926 0.6002  C4 1.083
11 H -1.2743 2.6916 0.1678  C4 1.100
12 H -0.3801 2.7355 1.9450  C4 1.141
13 C -0.3046 -2.1795 -1.9097  N14 1.486, H18 1.079, H19 1.112, H20 1.075
14 N -0.0946 -0.7469 -1.5772  C13 1.486, C15 1.386, H21 1.028
15 C 1.1519 -0.2160 -1.8697  N14 1.386, C16 1.487, O17 1.213
16 C 1.3124 1.2153 -1.5010  C15 1.487, H22 1.077, H23 1.079, H24 1.087
17 O 2.0467 -0.8502 -2.3879  C15 1.213
18 H -1.0330 -2.5585 -1.2093  C13 1.079
19 H -0.9702 -2.2504 -2.7972  C13 1.112
20 H 0.5057 -2.8662 -2.0778  C13 1.075
21 H -0.9003 -0.3907 -1.0471  N14 1.028
22 H 1.6681 1.8936 -2.2576  C16 1.077
23 H 0.3515 1.6608 -1.2945  C16 1.079
24 H 2.0329 1.2322 -0.6872  C16 1.087

Output
Charge: 0
Orbital gap, eV: 9.7886
SMILES: CNC(C)=O.CNC(C)=O
2S+1: 1
HOMO, eV: -9.26
LUMO energy, eV: 0.5

Arrangement 2

2 unconnected molecules or ions with the total composition C6H14N2O2. Source: the OMol25 dataset; level of theory: ωB97M-V/def2-TZVPD.

Last columns: bonded neighbours and bond lengths (Å).
Positions of all 24 atoms, in Å:
1 C -0.4512 1.9698 -1.7936  N2 1.452, H6 1.086, H7 1.085, H8 1.084
2 N -0.1110 2.2700 -0.4146  C1 1.452, C3 1.353, H9 1.005
3 C -0.7455 1.6405 0.6018  N2 1.353, C4 1.490, O5 1.225
4 C -0.3450 2.0090 1.9885  C3 1.490, H10 1.080, H11 1.094, H12 1.086
5 O -1.5807 0.7723 0.3821  C3 1.225
6 H -0.4881 0.8956 -1.9478  C1 1.086
7 H -1.4204 2.3717 -2.0705  C1 1.085
8 H 0.2957 2.4337 -2.4282  C1 1.084
9 H 0.4943 3.0482 -0.2201  N2 1.005
10 H -1.1311 2.5031 2.5409  C4 1.080
11 H -0.1709 1.1035 2.5770  C4 1.094
12 H 0.5644 2.5988 2.0489  C4 1.086
13 C -0.9580 -2.7816 0.8876  N14 1.448, H18 1.089, H19 1.081, H20 1.084
14 N 0.0133 -1.8263 0.3970  C13 1.448, C15 1.362, H21 1.009
15 C 0.9325 -2.1968 -0.5375  N14 1.362, C16 1.509, O17 1.214
16 C 1.7743 -1.0676 -1.0807  C15 1.509, H22 1.082, H23 1.082, H24 1.089
17 O 1.1086 -3.3478 -0.8810  C15 1.214
18 H -1.9625 -2.6904 0.4782  C13 1.089
19 H -0.5906 -3.7714 0.6544  C13 1.081
20 H -0.9721 -2.7769 1.9715  C13 1.084
21 H -0.2798 -0.8604 0.4112  N14 1.009
22 H 2.7569 -1.4357 -1.3459  C16 1.082
23 H 1.3078 -0.5447 -1.9051  C16 1.082
24 H 1.9593 -0.3168 -0.3141  C16 1.089

Output
Charge: 0
Orbital gap, eV: 9.8303
SMILES: CNC(C)=O.CNC(C)=O
2S+1: 1
HOMO, eV: -9.24
LUMO energy, eV: 0.6

Which of them is the most stable, and which is the least stable? arrangement 2 and arrangement 1, in that order.

Arrangement 1

2 unconnected molecules or ions with the total composition C6H14N2O2. Source: the OMol25 dataset; level of theory: ωB97M-V/def2-TZVPD.

Last columns: bonded neighbours and bond lengths (Å).
Positions of all 24 atoms, in Å:
1 C 0.3190 0.5434 2.8269  N2 1.522, H6 1.139, H7 1.080, H8 1.123
2 N -0.5242 0.5672 1.5600  C1 1.522, C3 1.400, H9 0.980
3 C -1.6459 1.4031 1.4951  N2 1.400, C4 1.530, O5 1.278
4 C -2.2008 1.4063 0.0696  C3 1.530, H10 1.194, H11 1.131, H12 1.092
5 O -1.9473 2.2499 2.4041  C3 1.278
6 H -0.3811 1.1250 3.5112  C1 1.139
7 H 0.1448 -0.4734 3.1479  C1 1.080
8 H 1.4248 0.6995 2.7056  C1 1.123
9 H -0.2469 -0.0767 0.8753  N2 0.980
10 H -3.3747 1.5668 -0.0770  C4 1.194
11 H -1.6800 0.5765 -0.4949  C4 1.131
12 H -1.7561 2.2800 -0.4122  C4 1.092
13 C 1.5090 -3.0247 -2.2968  N14 1.482, H18 1.065, H19 1.213, H20 1.154
14 N 1.8137 -1.5835 -2.1379  C13 1.482, C15 1.343, H21 1.116
15 C 1.0559 -0.7290 -1.4320  N14 1.343, C16 1.470, O17 1.282
16 C 1.1740 0.7364 -1.4533  C15 1.470, H22 1.127, H23 1.193, H24 1.042
17 O 0.1296 -1.3378 -0.7879  C15 1.282
18 H 0.8161 -3.1757 -1.5023  C13 1.065
19 H 0.8763 -3.2364 -3.3093  C13 1.213
20 H 2.4285 -3.6344 -1.9571  C13 1.154
21 H 2.7443 -1.1938 -2.6162  N14 1.116
22 H 2.0742 1.2499 -1.8971  C16 1.127
23 H 0.8875 0.9318 -0.3122  C16 1.193
24 H 0.2906 1.1652 -1.8027  C16 1.042

Output
Charge: 0
Orbital gap, eV: 9.7797
SMILES: CNC(C)=O.CNC(C)=O
2S+1: 1
HOMO, eV: -9.24
LUMO energy, eV: 0.5

Arrangement 2

2 unconnected molecules or ions with the total composition C6H14N2O2. Source: the OMol25 dataset; level of theory: ωB97M-V/def2-TZVPD.

Last columns: bonded neighbours and bond lengths (Å).
Positions of all 24 atoms, in Å:
1 C 1.1638 0.2991 3.1744  N2 1.483, H6 1.143, H7 1.151, H8 1.154
2 N 0.7893 -0.2320 1.8417  C1 1.483, C3 1.384, H9 0.984
3 C 1.0677 -1.5756 1.6647  N2 1.384, C4 1.546, O5 1.205
4 C 0.9412 -2.0883 0.2115  C3 1.546, H10 1.129, H11 1.151, H12 1.064
5 O 1.4706 -2.3402 2.5047  C3 1.205
6 H 0.5096 0.5429 4.0797  C1 1.143
7 H 2.0597 -0.2364 3.6594  C1 1.151
8 H 1.5681 1.3273 2.8404  C1 1.154
9 H 0.9280 0.3055 1.0297  N2 0.984
10 H -0.1736 -2.2176 0.0908  C4 1.129
11 H 1.3114 -1.3197 -0.5616  C4 1.151
12 H 1.4710 -3.0101 0.1787  C4 1.064
13 C -1.9908 -0.7119 -1.0519  N14 1.577, H18 1.050, H19 1.058, H20 1.096
14 N -1.5935 0.8062 -1.2117  C13 1.577, C15 1.338, H21 1.023
15 C -0.3920 1.1196 -1.7099  N14 1.338, C16 1.574, O17 1.202
16 C -0.2768 2.4832 -2.4875  C15 1.574, H22 1.051, H23 0.959, H24 1.145
17 O 0.5969 0.4698 -1.4987  C15 1.202
18 H -1.7108 -0.9193 -0.0611  C13 1.050
19 H -3.0267 -0.8014 -1.2497  C13 1.058
20 H -1.4154 -1.1753 -1.8608  C13 1.096
21 H -2.3839 1.3455 -1.5741  N14 1.023
22 H -1.1656 2.8222 -2.0416  C16 1.051
23 H 0.5439 2.9695 -2.3884  C16 0.959
24 H -0.2921 2.1369 -3.5787  C16 1.145

Output
Charge: 0
Orbital gap, eV: 9.8886
SMILES: CNC(C)=O.CNC(C)=O
2S+1: 1
HOMO, eV: -9.29
LUMO energy, eV: 0.6

Arrangement 3

2 unconnected molecules or ions with the total composition C6H14N2O2. Source: the OMol25 dataset; level of theory: ωB97M-V/def2-TZVPD.

Last columns: bonded neighbours and bond lengths (Å).
Positions of all 24 atoms, in Å:
1 C -0.9672 -1.4829 -1.6430  N2 1.453, H6 1.088, H7 1.085, H8 1.072
2 N 0.3717 -1.3480 -1.0937  C1 1.453, C3 1.357, H9 1.003
3 C 1.3879 -0.9287 -1.8894  N2 1.357, C4 1.511, O5 1.217
4 C 2.7254 -0.7619 -1.2057  C3 1.511, H10 1.081, H11 1.084, H12 1.083
5 O 1.2327 -0.6531 -3.0645  C3 1.217
6 H -0.8858 -1.8458 -2.6652  C1 1.088
7 H -1.5955 -2.1376 -1.0488  C1 1.085
8 H -1.4147 -0.5101 -1.7010  C1 1.072
9 H 0.5590 -1.6363 -0.1510  N2 1.003
10 H 3.5029 -0.8563 -1.9511  C4 1.081
11 H 2.7924 0.2277 -0.7679  C4 1.084
12 H 2.8988 -1.4465 -0.3851  C4 1.083
13 C -1.4435 2.5456 0.3448  N14 1.456, H18 1.089, H19 1.089, H20 1.086
14 N -0.7087 1.7465 1.3153  C13 1.456, C15 1.357, H21 1.006
15 C -1.0901 0.4723 1.5825  N14 1.357, C16 1.530, O17 1.217
16 C -0.2353 -0.2738 2.6091  C15 1.530, H22 1.077, H23 1.088, H24 1.073
17 O -1.9860 -0.1054 0.9953  C15 1.217
18 H -2.3762 2.0187 0.1498  C13 1.089
19 H -1.6780 3.5379 0.7265  C13 1.089
20 H -0.8860 2.5836 -0.5868  C13 1.086
21 H -0.1036 2.2118 1.9699  N14 1.006
22 H -0.2859 -1.3014 2.2892  C16 1.077
23 H 0.7906 0.0871 2.5629  C16 1.088
24 H -0.6051 -0.1436 3.6078  C16 1.073

Output
Charge: 0
Orbital gap, eV: 10.0340
SMILES: CNC(C)=O.CNC(C)=O
2S+1: 1
HOMO, eV: -9.43
LUMO energy, eV: 0.6

Arrangement 4

2 unconnected molecules or ions with the total composition C6H14N2O2. Source: the OMol25 dataset; level of theory: ωB97M-V/def2-TZVPD.

Last columns: bonded neighbours and bond lengths (Å).
Positions of all 24 atoms, in Å:
1 C -0.4758 -1.5699 -2.9079  N2 1.470, H6 1.090, H7 1.086, H8 1.079
2 N 0.3566 -0.3989 -2.5956  C1 1.470, C3 1.371, H9 1.009
3 C 1.2846 -0.5383 -1.5965  N2 1.371, C4 1.510, O5 1.213
4 C 2.0201 0.7294 -1.2349  C3 1.510, H10 1.097, H11 1.090, H12 1.090
5 O 1.5646 -1.6196 -1.1228  C3 1.213
6 H -0.9707 -1.9437 -2.0119  C1 1.090
7 H -1.2286 -1.2662 -3.6300  C1 1.086
8 H 0.2041 -2.3347 -3.2503  C1 1.079
9 H -0.1198 0.4904 -2.5961  N2 1.009
10 H 1.3888 1.5404 -0.8497  C4 1.097
11 H 2.6604 0.5308 -0.3756  C4 1.090
12 H 2.4939 1.1064 -2.1414  C4 1.090
13 C 0.9513 0.9035 2.4244  N14 1.457, H18 1.081, H19 1.089, H20 1.096
14 N -0.4173 0.4534 2.6415  C13 1.457, C15 1.370, H21 1.006
15 C -1.3355 0.6022 1.6350  N14 1.370, C16 1.504, O17 1.217
16 C -2.7684 0.4840 2.0774  C15 1.504, H22 1.064, H23 1.086, H24 1.091
17 O -0.9889 0.8105 0.4875  C15 1.217
18 H 1.4342 0.9517 3.3898  C13 1.081
19 H 1.4291 0.2980 1.6559  C13 1.089
20 H 0.9892 1.8701 1.9085  C13 1.096
21 H -0.7665 0.6816 3.5571  N14 1.006
22 H -3.4022 0.3795 1.2295  C16 1.064
23 H -2.9119 -0.3897 2.7065  C16 1.086
24 H -3.1168 1.3999 2.5577  C16 1.091

Output
Charge: 0
Orbital gap, eV: 10.0330
SMILES: CNC(C)=O.CNC(C)=O
2S+1: 1
HOMO, eV: -9.27
LUMO energy, eV: 0.8

Which of them is the most stable, and which is the least stable? arrangement 3 and arrangement 1, in that order.

Arrangement 1

2 unconnected molecules or ions with the total composition C6H14N2O2. Source: the OMol25 dataset; level of theory: ωB97M-V/def2-TZVPD.

Last columns: bonded neighbours and bond lengths (Å).
Positions of all 24 atoms, in Å:
1 C 0.3781 1.0854 2.2699  N2 1.549, H6 1.058, H7 1.075, H8 1.112
2 N -0.5803 -0.0489 2.7106  C1 1.549, C3 1.349, H9 1.003
3 C -1.2323 -0.7297 1.7457  N2 1.349, C4 1.506, O5 1.180
4 C -2.3854 -1.5567 2.2510  C3 1.506, H10 1.052, H11 1.120, H12 1.102
5 O -0.8683 -0.6844 0.6244  C3 1.180
6 H 0.1299 1.8197 2.9900  C1 1.058
7 H 1.3999 0.8625 2.5196  C1 1.075
8 H 0.2189 1.3504 1.2022  C1 1.112
9 H -0.5501 -0.2406 3.6951  N2 1.003
10 H -1.9921 -2.4569 2.6280  C4 1.052
11 H -2.9769 -1.8378 1.3421  C4 1.120
12 H -2.8307 -0.9640 3.0668  C4 1.102
13 C 2.6339 -0.6452 -2.3267  N14 1.467, H18 1.044, H19 1.058, H20 1.118
14 N 1.3261 -0.1283 -1.9093  C13 1.467, C15 1.377, H21 0.998
15 C 0.5756 0.6960 -2.7182  N14 1.377, C16 1.549, O17 1.192
16 C -0.7435 1.2065 -2.0865  C15 1.549, H22 1.138, H23 1.056, H24 1.073
17 O 1.0662 1.2240 -3.6673  C15 1.192
18 H 3.0235 -1.4739 -1.8242  C13 1.044
19 H 2.4783 -0.7188 -3.3705  C13 1.058
20 H 3.3442 0.2125 -2.2239  C13 1.118
21 H 0.8433 -0.7398 -1.2851  N14 0.998
22 H -0.8838 0.7854 -1.0388  C16 1.138
23 H -0.7481 2.2615 -2.1386  C16 1.056
24 H -1.6263 0.7210 -2.4564  C16 1.073

Output
Charge: 0
Orbital gap, eV: 9.7865
SMILES: CNC(C)=O.CNC(C)=O
2S+1: 1
HOMO, eV: -9.14
LUMO energy, eV: 0.6

Arrangement 2

2 unconnected molecules or ions with the total composition C6H14N2O2. Source: the OMol25 dataset; level of theory: ωB97M-V/def2-TZVPD.

Last columns: bonded neighbours and bond lengths (Å).
Positions of all 24 atoms, in Å:
1 C 3.0064 -0.7376 0.3100  N2 1.453, H6 1.082, H7 1.087, H8 1.085
2 N 1.7940 0.0429 0.1308  C1 1.453, C3 1.359, H9 1.008
3 C 1.3616 0.8913 1.1001  N2 1.359, C4 1.509, O5 1.220
4 C 0.2044 1.7568 0.6655  C3 1.509, H10 1.090, H11 1.091, H12 1.088
5 O 1.8823 0.9390 2.2024  C3 1.220
6 H 2.7713 -1.7592 0.5772  C1 1.082
7 H 3.6313 -0.7039 -0.5784  C1 1.087
8 H 3.5580 -0.2747 1.1210  C1 1.085
9 H 1.2894 0.0279 -0.7411  N2 1.008
10 H -0.7352 1.2076 0.7178  C4 1.090
11 H 0.0765 2.5684 1.3838  C4 1.091
12 H 0.4002 2.2154 -0.3017  C4 1.088
13 C -2.7240 1.0018 -1.2475  N14 1.452, H18 1.089, H19 1.095, H20 1.090
14 N -2.2208 -0.0607 -0.3953  C13 1.452, C15 1.351, H21 1.004
15 C -1.2704 -0.9304 -0.8029  N14 1.351, C16 1.495, O17 1.218
16 C -1.0259 -2.0362 0.1737  C15 1.495, H22 1.095, H23 1.094, H24 1.093
17 O -0.7262 -0.8209 -1.8867  C15 1.218
18 H -2.1594 1.0627 -2.1761  C13 1.089
19 H -3.7333 0.7312 -1.5745  C13 1.095
20 H -2.6366 1.9692 -0.7527  C13 1.090
21 H -2.7290 -0.2655 0.4458  N14 1.004
22 H -1.7652 -2.1693 0.9707  C16 1.095
23 H -0.9915 -2.9957 -0.3516  C16 1.094
24 H -0.0660 -2.0092 0.6965  C16 1.093

Output
Charge: 0
Orbital gap, eV: 10.1423
SMILES: CNC(C)=O.CNC(C)=O
2S+1: 1
HOMO, eV: -9.45
LUMO energy, eV: 0.7

Arrangement 3

2 unconnected molecules or ions with the total composition C6H14N2O2. Source: the OMol25 dataset; level of theory: ωB97M-V/def2-TZVPD.

Last columns: bonded neighbours and bond lengths (Å).
Positions of all 24 atoms, in Å:
1 C -1.8881 -0.7375 2.5168  N2 1.467, H6 1.087, H7 1.055, H8 1.137
2 N -0.7407 -1.0375 1.6538  C1 1.467, C3 1.398, H9 0.939
3 C -0.2314 -2.3361 1.5683  N2 1.398, C4 1.526, O5 1.188
4 C 0.7824 -2.3262 0.4277  C3 1.526, H10 1.110, H11 1.058, H12 1.125
5 O -0.6463 -3.2576 2.1933  C3 1.188
6 H -1.6043 -0.3396 3.4882  C1 1.087
7 H -2.5030 0.0482 2.1753  C1 1.055
8 H -2.5650 -1.6452 2.4106  C1 1.137
9 H -0.5698 -0.2808 1.1245  N2 0.939
10 H 1.7122 -1.7522 0.6232  C4 1.110
11 H 0.9450 -3.3550 0.2446  C4 1.058
12 H 0.2712 -1.8381 -0.4476  C4 1.125
13 C 0.7025 2.9785 -0.0597  N14 1.509, H18 1.112, H19 1.193, H20 1.160
14 N 1.0049 2.7657 -1.5223  C13 1.509, C15 1.454, H21 1.054
15 C 0.3463 1.5741 -2.0327  N14 1.454, C16 1.557, O17 1.204
16 C 1.0622 0.8849 -3.2316  C15 1.557, H22 1.136, H23 1.080, H24 1.075
17 O -0.5906 1.0442 -1.4924  C15 1.204
18 H 1.4366 2.5629 0.6648  C13 1.112
19 H 0.5473 4.1582 0.0207  C13 1.193
20 H -0.3082 2.5477 0.3117  C13 1.160
21 H 2.0493 2.8287 -1.6517  N14 1.054
22 H 1.5954 1.7650 -3.7120  C16 1.136
23 H 1.9664 0.3409 -3.0026  C16 1.080
24 H 0.4293 0.3431 -3.9107  C16 1.075

Output
Charge: 0
Orbital gap, eV: 9.9917
SMILES: CNC(C)=O.CNC(C)=O
2S+1: 1
HOMO, eV: -9.45
LUMO energy, eV: 0.5

Which of them is the most stable, and which is the least stable? arrangement 2 and arrangement 3, in that order.